Computed, not measured: a molecular structure, C12H28O6Sn, with ωB97M-V/def2-TZVPD.

Results
Net charge: +2
Multiplicity: 1
E_HOMO (eV): -13.0
Lowest unoccupied orbital energy (eV): -11.7224
DFT total energy (Ha): -1138.79972

XYZ file:
```
47
Properties=species:S:1:pos:R:3:lowdin_charge:R:1
Sn -3.432 0.637 1.832 1.494
C 4.167 -1.974 -0.207 -0.050
O 3.581 -1.226 0.886 -0.168
C 4.438 -1.180 2.036 -0.161
C 5.750 -0.387 1.780 -0.157
O 6.736 -1.039 0.959 -0.124
C 7.803 -0.149 0.556 -0.134
C 8.785 -0.946 -0.341 -0.169
O 9.594 -1.885 0.363 -0.142
C 10.708 -2.444 -0.353 -0.065
H 5.066 -1.566 -0.669 0.089
H 3.366 -2.016 -0.945 0.094
H 4.377 -2.932 0.268 0.100
H 4.638 -2.192 2.390 0.130
H 3.957 -0.618 2.836 0.125
H 6.247 -0.147 2.720 0.136
H 5.527 0.597 1.370 0.129
H 8.253 0.218 1.478 0.132
H 7.509 0.763 0.037 0.132
H 9.451 -0.300 -0.912 0.127
H 8.259 -1.448 -1.153 0.130
H 10.269 -3.100 -1.105 0.094
H 11.384 -3.049 0.251 0.097
H 11.338 -1.751 -0.910 0.093
C -5.213 -2.428 -1.201 -0.120
O -5.712 -1.110 -1.092 -0.203
C -6.904 -0.977 -1.815 -0.209
C -7.254 0.504 -2.062 -0.177
O -7.340 1.190 -0.811 -0.156
C -7.906 2.551 -0.852 -0.140
C -8.032 3.210 0.541 -0.156
O -6.765 3.214 1.252 -0.220
C -6.385 4.519 1.692 -0.114
H -4.205 -2.436 -0.785 0.073
H -5.026 -2.791 -2.211 0.096
H -5.784 -3.244 -0.759 0.098
H -7.635 -1.470 -1.174 0.134
H -6.954 -1.473 -2.784 0.134
H -8.127 0.624 -2.703 0.132
H -6.425 0.872 -2.667 0.123
H -8.848 2.608 -1.396 0.130
H -7.217 3.154 -1.444 0.122
H -8.779 2.652 1.106 0.129
H -8.354 4.244 0.425 0.125
H -7.110 4.782 2.462 0.095
H -6.403 5.330 0.965 0.093
H -5.396 4.609 2.143 0.075
```